{"formula": "C6H15N", "method": "the ωB97M-V functional and the def2-TZVPD basis", "species": ["C", "C", "C", "C", "C", "C", "N", "H", "H", "H", "H", "H", "H", "H", "H", "H", "H", "H", "H", "H", "H", "H"], "positions_angstrom": [[2.5293, -1.1014, -0.2347], [1.2144, -1.0556, -1.0270], [0.0760, -1.3277, -0.0222], [-0.1427, -0.2063, 1.0112], [-0.4258, 1.1453, 0.2327], [-1.8007, 1.0583, -0.4653], [-2.7862, 1.7940, 0.3495], [3.2725, -1.8622, -0.5236], [2.4337, -1.3393, 0.8242], [3.1462, -0.2150, -0.4220], [1.0494, -1.7535, -1.8108], [1.2329, -0.0781, -1.5334], [0.3008, -2.2465, 0.5226], [-0.8232, -1.3310, -0.5794], [-0.9845, -0.2512, 1.7058], [0.8123, -0.1702, 1.6212], [0.5142, 1.3558, -0.3284], [-0.2444, 1.9688, 0.9404], [-1.8497, 1.3181, -1.5111], [-2.0953, -0.0903, -0.3797], [-2.6307, 1.5725, 1.3209], [-2.7984, 2.8156, 0.3090]], "forces_ev_per_angstrom": [[1.8, -0.8, -0.9], [0.4, 0.7, 1.6], [0.1, 1.4, 0.6], [1.5, 1.5, -0.4], [2.7, -0.6, 0.5], [-0.2, -1.4, 2.0], [-0.8, 0.0, -0.4], [-0.6, -0.3, -0.5], [-0.3, 0.6, 0.1], [-0.4, 0.2, 0.6], [0.6, -1.0, -0.6], [-0.7, -0.3, 0.3], [-0.3, -0.3, -0.4], [-1.0, -1.0, -0.6], [0.0, -1.0, 0.0], [-1.2, 0.5, -0.4], [-1.0, -0.4, -0.7], [-1.3, 0.0, 0.1], [0.1, 0.3, -0.2], [0.2, 2.5, -0.4], [-0.1, -0.1, 0.1], [0.5, -0.5, -0.5]], "homo_lumo_gap_ev": 10.094, "de_lowest_kj_mol": 168.7, "total_charge": 0, "smiles": "CCCCCCN", "mol_weight_g_mol": 101.2}